{"formula": "C6H9INO", "method": "wB97M-V/def2-TZVPD", "elements": ["C", "C", "C", "C", "C", "C", "N", "O", "I", "H", "H", "H", "H", "H", "H", "H", "H", "H"], "positions_angstrom": [[1.44362, 0.31265, -0.01965], [2.64890, 0.57571, -0.49864], [-0.88205, 0.18491, -0.12831], [-0.95085, -1.51467, 1.69117], [0.32508, 0.72206, -2.11398], [-1.06147, 0.00942, 1.33401], [0.26010, 0.31503, -0.71742], [3.74998, 0.96503, -0.62677], [-2.66962, 0.37486, -1.24349], [1.28476, 0.11335, 1.04804], [-1.80445, -2.04769, 1.23968], [-1.21595, -1.64784, 2.65349], [-0.06596, -1.91890, 1.54400], [1.42392, 1.02155, -2.37844], [-0.01954, 1.69505, -2.27548], [-0.15651, 0.12480, -2.97259], [-0.26160, 0.33660, 1.99692], [-2.04836, 0.37808, 1.46746]], "charge": 1, "lumo_ev": -4.61, "orbital_gap_ha": 0.3228, "spin_multiplicity": 1, "de_lowest_kcal_mol": 38.1, "largest_force_ev_per_a": 6.2}